Entry 1:
Entry from OMol25: 3 unconnected molecules or ions with the total composition C18H42BFN3O3S in a non-equilibrium geometry (ωB97M-V/def2-TZVPD).

The geometry in XYZ format:
```
69
C18H42BFN3O3S (ωB97M-V/def2-TZVPD)
C -2.459 -1.051 2.453
N -3.001 -1.518 1.159
C -3.742 -0.480 0.425
B -2.045 -2.286 0.430
O -2.143 -3.562 0.008
N -0.633 -1.694 0.124
C 0.489 -2.128 0.560
C 1.655 -1.436 -0.018
C 1.037 -0.190 -0.686
N 1.243 0.977 0.128
S 1.725 -0.042 -2.354
O 1.259 -1.114 -3.159
O 3.093 0.308 -2.254
F 0.932 1.241 -2.776
C -0.464 -0.541 -0.782
H -2.965 -0.138 2.761
H -1.375 -0.896 2.432
H -2.673 -1.805 3.210
H -3.911 -0.787 -0.609
H -4.727 -0.344 0.870
H -3.223 0.484 0.417
H -2.836 -3.785 -0.619
H 0.537 -2.956 1.260
H 2.507 -1.264 0.635
H 2.043 -2.128 -0.784
H 2.140 1.414 -0.057
H 0.525 1.676 -0.019
H -1.064 0.300 -0.433
H -0.826 -0.788 -1.779
C -0.730 6.920 -4.615
C 0.204 5.762 -4.279
C 1.006 5.255 -5.477
C 0.164 4.697 -6.626
C -0.768 3.550 -6.237
C -0.029 2.324 -5.710
H -1.480 6.633 -5.354
H -1.262 7.267 -3.729
H -0.169 7.765 -5.019
H -0.375 4.942 -3.841
H 0.906 6.085 -3.505
H 1.712 4.492 -5.135
H 1.619 6.075 -5.864
H 0.839 4.353 -7.415
H -0.431 5.499 -7.070
H -1.354 3.265 -7.114
H -1.490 3.891 -5.489
H 0.672 1.941 -6.455
H -0.726 1.520 -5.466
H 0.537 2.561 -4.809
C 1.505 -2.234 7.442
C 1.379 -3.677 6.965
C 2.088 -3.946 5.638
C 1.553 -3.140 4.454
C 0.062 -3.329 4.175
C -0.319 -4.761 3.809
H 1.051 -1.531 6.741
H 1.011 -2.097 8.404
H 2.553 -1.955 7.565
H 0.322 -3.948 6.890
H 1.805 -4.341 7.720
H 2.029 -5.014 5.411
H 3.153 -3.724 5.752
H 2.122 -3.421 3.559
H 1.751 -2.076 4.616
H -0.222 -2.666 3.348
H -0.528 -3.001 5.035
H 0.229 -5.103 2.926
H -1.385 -4.845 3.593
H -0.099 -5.453 4.622
```

Its charge is +1. Its gap between HOMO and LUMO is 0.31146 hartree. The HOMO energy comes out at -12.6 eV. The spin multiplicity is 1. The calculation puts the total energy at -44184.70584 eV.

Entry 2:
Entry from OMol25: a molecular structure, C18H42BaNO2P2Si2 in a non-equilibrium geometry (ωB97M-V/def2-TZVPD).

The geometry in XYZ format:
```
68
C18H42BaNO2P2Si2 (ωB97M-V/def2-TZVPD)
Ba -0.539 -0.157 0.273
P -1.986 2.194 -0.704
C -3.300 1.542 -1.816
C -2.820 0.468 -2.836
N -1.756 -0.317 -2.520
C -1.381 -1.288 -3.396
C -2.042 -1.485 -4.614
C -3.152 -0.683 -4.956
C -3.535 0.305 -4.028
C -0.138 -2.173 -3.078
P 0.223 -2.438 -1.308
H -4.389 0.944 -4.214
H -1.678 -2.250 -5.284
H -3.677 -0.822 -5.883
H -0.243 -3.199 -3.488
H 0.766 -1.668 -3.488
H -4.064 1.072 -1.138
H -3.706 2.437 -2.331
H -4.181 -2.409 1.923
O -5.083 -2.035 1.709
H -5.616 -2.816 1.548
H -0.547 -4.010 2.633
O -1.286 -4.438 3.140
H -0.827 -4.983 3.782
C -0.780 -3.846 -0.741
H -0.475 -4.726 -1.326
H -0.668 -4.025 0.345
H -1.854 -3.613 -0.897
C 1.980 -2.825 -1.077
H 2.232 -2.939 -0.007
H 2.205 -3.743 -1.637
H 2.600 -1.981 -1.437
C -1.104 3.504 -1.600
H -1.814 4.302 -1.872
H -0.271 3.900 -0.987
H -0.634 3.066 -2.503
C -2.820 2.922 0.753
H -2.072 3.284 1.480
H -3.479 3.743 0.439
H -3.395 2.138 1.283
C 4.355 0.879 0.668
Si 2.727 1.793 0.410
C 2.938 3.575 0.987
C 2.369 1.777 -1.441
C 1.353 1.143 1.390
Si 1.561 0.219 2.943
C 2.305 1.446 4.155
C -0.125 -0.367 3.575
C 2.655 -1.310 2.833
H 5.128 1.387 0.075
H 4.305 -0.165 0.326
H 4.687 0.871 1.715
H 3.767 4.041 0.440
H 2.025 4.158 0.801
H 3.157 3.629 2.062
H 2.280 0.758 -1.851
H 1.475 2.357 -1.719
H 3.228 2.242 -1.946
H 0.539 1.919 1.503
H 1.648 2.320 4.264
H 2.421 0.972 5.136
H 3.288 1.805 3.821
H -0.612 -1.140 2.950
H 0.013 -0.829 4.563
H -0.822 0.475 3.703
H 2.237 -2.082 2.170
H 3.672 -1.082 2.487
H 2.733 -1.746 3.840
```

Its charge is +1. Its gap between HOMO and LUMO (spin up / spin down) is 0.24283 / 0.24309 hartree. The HOMO energy (spin up / spin down) comes out at -9.2 / -9.2 eV. The spin multiplicity is 1. The calculation puts the total energy at -59955.26137 eV.

Entry 3:
Entry from OMol25: a molecular structure, C18H42BeClN3O6 in a non-equilibrium geometry (ωB97M-V/def2-TZVPD).

The geometry in XYZ format:
```
71
C18H42BeClN3O6 (ωB97M-V/def2-TZVPD)
Be -0.793 -13.140 18.325
N 4.190 -14.252 16.807
H 5.054 -14.518 16.356
H 3.910 -13.325 16.521
H 4.368 -14.385 17.792
H 3.478 -14.854 16.419
Cl 1.550 -13.687 20.408
O 1.792 -14.154 19.020
O 0.269 -14.193 20.681
O 2.470 -14.050 21.398
O 1.341 -12.285 20.318
C 2.868 -6.644 19.851
C 3.522 -7.944 19.355
C 3.366 -8.025 17.801
C 4.213 -9.164 17.259
C 5.704 -9.087 17.638
C 5.857 -9.033 19.232
N 4.969 -7.953 19.623
O 5.118 -7.694 20.983
C 5.637 -10.405 20.028
C 7.291 -8.514 19.612
C 2.760 -9.124 20.022
H 3.577 -5.820 19.768
H 2.626 -6.697 20.913
H 1.909 -6.413 19.388
H 2.321 -8.217 17.559
H 3.582 -7.063 17.338
H 4.145 -9.318 16.182
H 3.856 -10.156 17.536
H 6.190 -8.285 17.081
H 6.190 -10.003 17.302
H 5.348 -10.199 21.059
H 4.867 -11.089 19.671
H 6.565 -10.968 19.935
H 7.339 -8.048 20.596
H 8.164 -9.160 19.517
H 7.580 -7.731 18.910
H 1.671 -9.089 20.013
H 3.038 -9.046 21.073
H 3.043 -10.101 19.631
H 5.499 -6.813 20.985
C 7.241 -15.200 21.398
C 7.263 -15.477 19.870
C 8.202 -16.647 19.590
C 7.673 -17.973 19.965
C 6.408 -18.221 19.189
C 5.343 -17.067 19.373
N 5.945 -15.694 19.269
O 5.048 -14.675 19.426
C 4.279 -17.241 18.292
C 4.676 -17.292 20.736
C 8.056 -14.225 19.266
H 6.524 -14.408 21.613
H 8.206 -14.759 21.647
H 7.016 -16.085 21.993
H 8.542 -16.662 18.555
H 9.093 -16.533 20.208
H 7.576 -18.049 21.048
H 8.481 -18.651 19.691
H 6.028 -19.109 19.694
H 6.597 -18.403 18.131
H 3.932 -18.274 18.278
H 3.410 -16.590 18.385
H 4.735 -17.138 17.308
H 4.352 -18.331 20.667
H 5.179 -17.172 21.695
H 3.800 -16.646 20.793
H 9.104 -14.130 19.550
H 7.405 -13.352 19.304
H 8.068 -14.193 18.177
H 4.950 -14.750 20.378
```

Its charge is +1. Its gap between HOMO and LUMO (spin up / spin down) is 0.21733 / 0.13643 hartree. The HOMO energy (spin up / spin down) comes out at -10.3 / -10.3 eV. The spin multiplicity is 2. The calculation puts the total energy at -49005.15976 eV.

Entry 4:
Entry from OMol25: 3 unconnected molecules or ions with the total composition C18H42BrINO8P3 in a non-equilibrium geometry (ωB97M-V/def2-TZVPD).

The geometry in XYZ format:
```
74
C18H42BrINO8P3 (ωB97M-V/def2-TZVPD)
H -1.591 -2.165 4.123
N -0.960 -2.835 4.566
C -0.054 -2.215 5.189
C -0.031 -0.702 5.226
C 0.984 -3.040 5.916
P 2.764 -2.750 5.537
I 2.823 -2.329 3.133
C 3.278 -1.127 6.267
Br 3.113 -1.214 8.199
C 4.712 -0.734 5.863
C 5.693 -1.901 5.731
H -1.002 -0.359 5.584
H 0.705 -0.314 5.925
H 0.143 -0.316 4.224
H 0.795 -2.987 6.992
H 0.796 -4.074 5.622
H 2.645 -0.312 5.932
H 4.628 -0.258 4.885
H 5.129 -0.048 6.597
H 5.504 -2.524 4.859
H 5.715 -2.513 6.634
H 6.706 -1.512 5.611
C -4.204 3.899 2.141
C -4.436 2.465 2.582
O -4.083 1.515 1.579
P -2.496 1.319 1.171
O -2.014 0.577 2.373
O -2.527 0.050 0.141
C -1.879 -1.189 0.422
C -2.829 -2.163 1.087
O -2.666 2.347 -0.088
C -3.058 1.883 -1.425
C -4.477 1.366 -1.460
H -3.139 4.104 2.001
H -4.585 4.593 2.891
H -4.698 4.095 1.190
H -3.880 2.250 3.500
H -5.493 2.308 2.792
H -0.984 -1.031 1.022
H -1.550 -1.595 -0.537
H -3.329 -1.706 1.942
H -2.296 -3.053 1.426
H -3.608 -2.471 0.388
H -2.351 1.163 -1.815
H -2.987 2.752 -2.081
H -4.626 0.519 -0.797
H -4.720 1.057 -2.478
H -5.176 2.144 -1.150
C 0.371 -0.778 -8.207
C -0.287 -0.981 -6.856
O 0.528 -0.534 -5.763
P 0.801 1.044 -5.580
O -0.461 1.731 -5.281
O 1.606 1.033 -4.177
C 1.102 1.677 -3.009
C 0.298 0.715 -2.161
O 2.056 1.256 -6.507
C 3.435 1.175 -6.105
C 3.872 -0.229 -5.764
H 0.487 0.283 -8.437
H -0.234 -1.230 -8.994
H 1.366 -1.223 -8.223
H -1.254 -0.473 -6.817
H -0.463 -2.042 -6.685
H 0.517 2.558 -3.271
H 1.970 2.029 -2.449
H -0.455 0.190 -2.750
H -0.206 1.245 -1.354
H 0.948 -0.055 -1.741
H 3.638 1.873 -5.296
H 4.002 1.529 -6.965
H 3.301 -0.647 -4.937
H 4.927 -0.224 -5.488
H 3.734 -0.891 -6.620
```

Its SMILES is [H]/N=C(\C)CP(I)[C@@H](Br)CC.CCOP(=O)(OCC)OCC.CCOP(=O)(OCC)OCC. Its gap between HOMO and LUMO is 0.29665 hartree. The HOMO energy comes out at -8.6 eV. The spin multiplicity is 1. The calculation puts the total energy at -143229.60523 eV.

Entry 5:
Entry from OMol25: a molecular structure, C18H42F2N7O11S2V in a non-equilibrium geometry (ωB97M-V/def2-TZVPD).

The geometry in XYZ format:
```
83
C18H42F2N7O11S2V (ωB97M-V/def2-TZVPD)
O -0.421 1.123 -0.116
V 0.204 -0.038 0.678
N -0.301 0.492 2.623
S 0.338 1.732 3.539
O 1.638 1.447 4.013
O -0.610 2.381 4.354
F 0.520 2.767 2.367
S -0.921 -0.387 3.814
O -2.185 0.012 4.319
O 0.029 -0.943 4.706
F -1.329 -1.652 2.903
C -3.995 0.396 1.412
O -3.125 0.482 0.557
N -5.244 -0.073 1.218
C -6.220 -0.056 2.286
C -5.740 -0.406 -0.098
H -3.818 0.699 2.454
H -5.795 0.386 3.182
H -6.601 -1.062 2.472
H -7.088 0.544 1.995
H -6.283 -1.354 -0.032
H -6.497 0.320 -0.413
H -4.940 -0.478 -0.825
C 3.242 1.158 0.764
O 2.030 0.973 0.865
N 3.789 2.359 0.687
C 5.210 2.520 0.908
C 2.983 3.571 0.601
H 3.979 0.344 0.723
H 5.718 1.571 1.081
H 5.432 3.239 1.692
H 5.720 2.849 -0.006
H 2.841 4.092 1.545
H 3.502 4.241 -0.088
H 2.046 3.320 0.109
C -0.477 4.563 -2.094
O 0.512 3.988 -1.673
N -1.520 3.937 -2.684
C -2.710 4.651 -3.100
C -1.452 2.545 -2.996
H -0.672 5.637 -1.953
H -3.473 3.927 -3.365
H -2.571 5.246 -4.015
H -3.011 5.412 -2.380
H -0.557 2.076 -2.603
H -2.296 2.005 -2.546
H -1.573 2.296 -4.057
C 2.084 -1.171 -1.862
O 1.173 -0.610 -1.258
N 2.791 -0.596 -2.826
C 4.009 -1.193 -3.323
C 2.590 0.787 -3.212
H 2.386 -2.210 -1.663
H 4.164 -0.954 -4.374
H 3.945 -2.283 -3.319
H 4.910 -0.915 -2.772
H 1.694 1.204 -2.756
H 3.409 1.395 -2.812
H 2.548 0.952 -4.286
C 2.387 -2.275 2.074
O 1.461 -1.650 1.548
N 2.249 -3.405 2.743
C 3.345 -4.048 3.431
C 0.932 -3.981 2.980
H 3.431 -1.980 1.900
H 3.540 -5.051 3.048
H 3.098 -4.178 4.488
H 4.263 -3.464 3.445
H 0.852 -4.236 4.035
H 0.129 -3.316 2.689
H 0.855 -4.919 2.423
C -1.277 -2.821 -0.479
O -0.882 -1.793 0.063
N -1.621 -2.890 -1.753
C -2.036 -4.124 -2.382
C -1.732 -1.688 -2.587
H -1.296 -3.780 0.054
H -1.848 -5.007 -1.771
H -1.446 -4.263 -3.292
H -3.086 -4.146 -2.678
H -0.853 -1.608 -3.224
H -2.641 -1.819 -3.171
H -1.836 -0.815 -1.946
```

Its charge is +1. Its gap between HOMO and LUMO (spin up / spin down) is 0.32182 / 0.32211 hartree. The HOMO energy (spin up / spin down) comes out at -11.0 / -11.0 eV. The spin multiplicity is 2. The calculation puts the total energy at -105089.93308 eV.

Entry 6:
Entry from OMol25: 4 unconnected molecules or ions with the total composition C18H42N2O12P3 in a non-equilibrium geometry (ωB97M-V/def2-TZVPD).

The geometry in XYZ format:
```
77
C18H42N2O12P3 (ωB97M-V/def2-TZVPD)
C 2.833 -0.917 4.451
C 1.877 -0.250 3.363
C 1.117 -1.301 2.480
C 0.236 -0.665 1.328
N 0.928 -0.576 0.000
C 1.894 0.473 0.096
C 1.550 1.900 0.289
C 2.602 2.896 0.414
C 3.978 2.432 0.341
N 4.266 1.116 0.153
C 3.313 0.131 0.024
H 2.288 -1.229 5.373
H 3.569 -0.107 4.726
H 3.453 -1.745 4.018
H 1.143 0.411 3.905
H 2.539 0.449 2.782
H 0.374 -1.822 3.177
H 1.784 -2.128 2.098
H -0.109 0.334 1.711
H -0.709 -1.263 1.192
H 1.495 -1.430 -0.091
H 0.458 2.135 0.352
H 2.307 3.953 0.584
H 4.775 3.203 0.457
H 5.252 0.845 0.129
H 3.629 -0.932 -0.096
C 1.177 -2.565 -7.171
O 0.326 -1.449 -6.948
P 0.589 -0.454 -5.608
O 1.062 -1.583 -4.711
O -1.002 -0.189 -5.395
C -2.013 -0.979 -6.013
O 0.885 0.785 -4.500
C 1.252 0.495 -3.171
H 1.020 -2.906 -8.195
H 2.224 -2.287 -7.046
H 0.912 -3.379 -6.497
H -1.864 -2.042 -5.817
H -2.037 -0.786 -7.084
H -2.974 -0.684 -5.593
H 2.249 0.051 -3.130
H 0.514 -0.154 -2.697
H 1.276 1.442 -2.626
C -0.715 -4.625 8.535
O -0.765 -5.166 7.222
P -1.243 -4.179 5.933
O -2.237 -3.381 6.755
O -2.000 -5.404 5.175
C -2.325 -6.634 5.815
O -1.418 -3.272 4.519
C -2.420 -2.278 4.411
H -0.142 -5.314 9.158
H -0.223 -3.652 8.537
H -1.720 -4.549 8.948
H -2.885 -6.468 6.737
H -1.419 -7.203 6.013
H -2.948 -7.212 5.134
H -2.204 -1.438 5.072
H -3.406 -2.694 4.620
H -2.411 -1.913 3.381
C -0.880 3.197 -4.844
O -1.729 4.335 -4.778
P -1.402 5.548 -3.647
O -0.866 4.590 -2.594
O -2.981 5.850 -3.403
C -4.016 4.968 -3.819
O -1.056 6.962 -2.796
C -0.609 6.905 -1.457
H -1.081 2.677 -5.782
H 0.168 3.496 -4.824
H -1.102 2.516 -4.026
H -3.851 3.955 -3.447
H -4.096 4.970 -4.904
H -4.956 5.335 -3.409
H 0.392 6.475 -1.404
H -1.309 6.343 -0.836
H -0.561 7.930 -1.084
```

Its charge is +1. Its gap between HOMO and LUMO is 0.26297 hartree. The HOMO energy comes out at -11.4 eV. The spin multiplicity is 1. The calculation puts the total energy at -74752.09203 eV.

| no. | molecular weight (g mol⁻¹) |
| --- | --- |
| 1 | 410.429 |
| 2 | 559.987 |
| 3 | 441.014 |
| 4 | 700.263 |
| 5 | 685.646 |
| 6 | 571.458 |